# 1
96
Properties=species:S:1:pos:R:3:lowdin_charge:R:1 method="wB97M-V/def2-TZVPD" charge=0 e_lumo_ev=-0.2 smiles="COCCCO[P@@](=O)(OCCCCn1cccc1)OCCCOC(C)=O.NC(N)=O.NC(N)=O.NC(N)=O.NC(N)=O.NC(N)=O" e_homo_ev=-8.08
P -3.8867 -0.1028 0.5691 0.39
O 4.2644 1.7462 0.0882 0.01
O -0.3030 -5.5221 -1.3851 0.03
O -3.0824 -0.1444 1.9448 -0.17
O 6.6810 -0.0856 -6.8824 0.03
O -4.4033 1.4051 0.4904 -0.15
O 0.2734 -0.7317 -2.8990 0.12
O 3.8441 -2.8828 -3.1245 0.01
O -4.9621 -1.0932 0.4604 -0.22
O -0.8857 0.0577 4.1397 -0.21
O 2.4284 -0.6701 4.2778 0.02
O -0.1107 -1.0865 -0.7073 -0.04
O -2.8000 -0.1287 -0.5738 -0.14
N 3.5563 0.4320 2.6397 0.16
N 5.3672 -4.4860 -3.6403 0.16
N 0.6424 -4.9081 -3.3598 0.17
N 3.8888 -3.6872 -5.2296 0.16
N 0.7911 -7.0851 -2.6042 0.15
N 1.3924 -0.2896 2.2951 0.17
N 4.7356 1.0786 -6.8065 0.15
N 5.1418 -0.6375 -5.3131 0.15
N -4.4340 5.8863 2.9382 -0.13
N 5.3361 1.6778 -1.9083 0.16
N 5.1524 -0.2169 -0.6015 0.17
C -2.6720 -1.4369 2.4282 -0.19
C -2.7935 -1.2094 -1.5246 -0.19
C 4.3300 -3.6513 -3.9401 -0.69
C -5.4029 4.8431 3.2450 -0.15
C -2.6787 7.2233 2.9245 -0.11
C -2.1681 -2.4925 -1.0115 -0.12
C -3.2197 6.1043 3.5176 -0.10
C 2.4605 -0.2030 3.1511 -0.69
C -4.7635 3.5160 3.6222 -0.18
C -2.7010 -1.4646 3.9572 -0.12
C 0.6945 -0.8896 -1.7837 -0.52
C -4.6761 6.8332 1.9887 -0.10
C 2.1673 -0.8908 -1.4663 0.02
C -2.2139 -0.1664 4.5821 -0.23
C 5.5946 0.1071 -6.3703 -0.69
C -0.6730 -2.4137 -0.6436 -0.14
C -4.9825 1.9512 1.6913 -0.22
C -4.0130 2.8469 2.4438 -0.16
C 4.8858 1.1105 -0.7520 -0.68
C -3.5947 7.6883 1.9602 -0.10
C -0.5117 1.4315 4.1467 -0.09
C 0.3325 -5.8153 -2.3830 -0.67
H -4.1206 3.5958 4.4980 0.10
H -3.7929 -1.4233 -1.9008 0.12
H -1.7289 7.6704 3.1719 0.09
H 5.7468 -1.3601 -4.9712 0.09
H -5.5812 2.8472 3.9152 0.11
H -3.4746 8.5422 1.3139 0.09
H -3.3358 -2.2181 2.0572 0.11
H -5.3616 1.1535 2.3341 0.12
H 1.3136 -7.3528 -3.4156 0.09
H -0.6864 1.8830 3.1662 0.09
H -1.0671 1.9791 4.9118 0.09
H -3.1752 2.2666 2.8197 0.08
H -2.7198 -2.9133 -0.1720 0.11
H 5.1470 2.6534 -2.0441 0.11
H 0.5519 1.4879 4.3766 0.08
H 4.2972 -4.2560 -5.9473 0.10
H 4.8458 -0.6562 0.2479 0.10
H -0.0584 -3.0896 -1.2340 0.09
H 2.6363 -0.0859 -2.0274 0.08
H -2.2014 -0.8472 -2.3637 0.11
H 3.8366 1.2504 -6.3980 0.09
H 5.0371 1.6413 -7.5798 0.10
H 5.7138 -4.4685 -2.6989 0.11
H 0.5813 -7.7749 -1.9074 0.10
H -5.5666 6.8692 1.3858 0.11
H 3.1378 -3.0660 -5.4693 0.10
H -0.5553 -2.7336 0.3915 0.12
H 0.3276 -3.9631 -3.2377 0.09
H -5.8421 2.5468 1.3784 0.13
H -2.8160 5.4756 4.2906 0.11
H -1.6644 -1.6291 2.0575 0.11
H -3.7243 -1.6948 4.2644 0.12
H 1.1717 -5.1363 -4.1794 0.09
H 2.5657 -1.8549 -1.7770 0.06
H 5.7905 -5.1060 -4.3047 0.10
H 4.3574 0.5114 3.2370 0.10
H 2.3140 -0.7195 -0.4020 0.06
H -2.0687 -2.2861 4.2982 0.12
H 0.5725 -0.7626 2.6289 0.08
H -6.0186 5.1746 4.0892 0.13
H 3.5956 0.8120 1.7062 0.04
H -2.2768 -3.2203 -1.8212 0.12
H 1.3919 0.0935 1.3681 0.08
H -6.0820 4.7027 2.4064 0.12
H -2.8718 0.6491 4.2760 0.10
H -2.2367 -0.2626 5.6735 0.13
H 4.2489 -0.5040 -4.8741 0.09
H 5.6188 -0.7711 -1.2943 0.10
H 5.8454 1.1748 -2.6112 0.09
H -3.6458 3.6283 1.7757 0.12


# 2
78
Properties=species:S:1:pos:R:3:lowdin_charge:R:1 method="wB97M-V/def2-TZVPD" charge=+1 e_lumo_ev=-4.2 e_homo_ev=-9.85
Y 0.6409 -0.3809 -0.0124 1.66
Cl 0.2113 -0.2533 -7.0483 0.66
O -5.0707 -0.5714 4.2476 0.04
O -4.0705 -1.4529 -0.8445 0.02
O -4.7102 1.7025 4.2802 0.04
O 8.7733 2.4958 0.1651 0.13
O 8.2508 1.4412 -1.7072 0.15
O -0.8108 -1.9032 -0.6181 -0.25
N 2.5202 1.0507 1.0806 0.04
N -1.5817 -2.8055 1.3878 0.12
N -1.0972 0.4893 -1.2434 -0.06
N 0.2075 0.2898 2.3812 0.03
C -0.9176 1.1822 -2.4198 -0.13
C -3.5548 1.8161 2.1071 0.03
C -4.2053 1.1756 3.1260 -0.23
C 0.8121 -0.6044 -5.4552 -0.69
C -3.2575 -0.3605 1.0451 -0.13
C 4.8707 1.4645 1.6292 -0.01
C -0.5819 1.6997 4.6516 -0.01
C -1.9499 -2.4569 0.0311 -0.47
C 0.4140 -1.7630 -4.8074 -0.11
C -3.1686 -3.3644 -1.9002 0.02
C -2.8733 -1.1805 -0.1558 -0.24
C 6.4983 1.6799 -0.1332 -0.12
C -4.4179 -0.1943 3.1090 -0.21
C 0.8717 -2.0234 -3.5274 -0.05
C 1.7219 -1.1433 -2.8512 -0.34
C 7.8998 1.8654 -0.6473 -0.47
C 0.8471 1.4117 2.7648 -0.26
C -3.6642 -1.9527 -2.1329 -0.19
C -2.5907 -0.9533 -2.4866 -0.08
C 4.1980 1.2387 -0.6704 -0.01
C -3.9738 -0.9832 2.0854 0.06
C -5.5086 0.6565 4.8424 -0.11
C -3.0850 1.0171 1.0549 -0.01
C 0.4742 2.1526 3.8665 0.01
C 1.6600 0.2879 -4.8243 -0.11
C -0.7816 -0.1492 3.1539 -0.09
C 6.1786 1.6722 1.2189 -0.01
C 2.1732 -1.4487 -1.4624 -0.26
C 2.0871 0.0229 -3.5318 -0.07
C -1.1965 0.5162 4.3047 -0.01
C -1.9186 -0.5968 -1.2732 -0.22
C 3.8763 1.2747 0.6786 -0.25
C -2.4157 -0.2261 -3.6091 0.03
C 5.5020 1.4452 -1.0753 0.03
C 2.0892 1.7484 2.0541 -0.07
C -1.5261 0.8793 -3.5889 -0.06
C -2.4346 -3.6049 -0.8245 0.03
H -0.2402 2.0261 -2.3553 0.12
H 5.7713 1.4141 -2.1223 0.13
H 1.9667 -2.5081 -1.2619 0.04
H 3.2483 -1.3108 -1.3373 0.04
H 3.4211 1.0356 -1.3952 0.07
H -1.9920 0.0968 4.9050 0.12
H -6.5604 0.8248 4.5959 0.15
H 6.9480 1.7767 1.9744 0.12
H -1.3478 1.4729 -4.4718 0.11
H 1.9718 1.1902 -5.3334 0.11
H 2.6816 2.5685 2.4621 0.14
H 1.0203 3.0507 4.1222 0.13
H -2.3939 -2.8858 1.9893 0.08
H -2.9807 -0.4486 -4.5075 0.13
H 0.5632 -2.9382 -3.0346 0.11
H -1.2407 -1.0732 2.8441 0.08
H -0.2454 -2.4602 -5.3075 0.11
H 8.3259 2.8851 0.9247 0.10
H -5.3486 0.6156 5.9148 0.14
H -2.0997 -4.6034 -0.5650 0.12
H 2.7449 0.7520 -3.0673 0.09
H -1.1338 -3.7172 1.3903 0.10
H 4.6394 1.3965 2.6846 0.12
H -2.5927 1.4958 0.2225 0.10
H -3.4253 2.8894 2.1076 0.13
H -3.4654 -4.1523 -2.5802 0.12
H -4.2322 -2.0327 2.0565 0.14
H -4.5239 -1.9164 -2.7965 0.16
H -0.8951 2.2529 5.5266 0.13


# 3
20
Properties=species:S:1:pos:R:3:lowdin_charge:R:1 method="wB97M-V/def2-TZVPD" charge=0 e_lumo_ev=-1.4 e_homo_ev=-5.49
Cl 21.3821 17.5295 -25.2535 -0.99
N 25.9992 22.2574 -27.9515 -0.10
N 24.5912 22.3052 -29.6778 -0.06
C 26.1560 23.4864 -28.6111 0.02
C 22.8266 20.5873 -30.1657 -0.05
C 23.4790 21.9862 -30.5559 -0.13
C 26.5172 21.6824 -26.7288 0.02
C 25.3667 23.4379 -29.7550 -0.01
C 25.1640 21.4901 -28.7016 0.04
H 23.4209 19.6982 -30.3764 0.08
H 26.7856 22.5257 -26.0925 0.11
H 27.4002 21.0977 -26.9867 0.11
H 23.8377 21.9427 -31.5843 0.12
H 21.9424 20.2018 -30.6733 0.08
H 25.1902 24.1553 -30.5428 0.14
H 22.5260 20.4522 -29.1267 0.08
H 25.7734 21.0411 -26.2560 0.12
H 22.9259 22.9235 -30.6168 0.13
H 26.8146 24.2385 -28.2025 0.13
H 24.8666 20.4656 -28.5328 0.16


| no. | F_max (Eh/bohr) | HOMO-LUMO gap (eV) |
| --- | --- | --- |
| 1 | 0.022 | 7.9 |
| 2 | 0.034 | 5.6 |
| 3 | 0.078 | 4.1 |